1.
Density functional theory data (the ωB97M-V functional and the def2-TZVPD basis) for a structure of composition BrH6MnO3 in a non-equilibrium geometry.

LUMO energy (spin up / spin down) ... -0.01789 / -0.05674 Eh
2S+1 ... 7
Maximum force ... 1.19 eV Å⁻¹
ΔE to the lowest compared entry with this formula, charge and spin ... 0.000 eV
E_tot ... -3954.29714 hartree
Frontier orbital gap (spin up / spin down) ... 8.066 / 8.991 eV

Positions of all 11 atoms, in Å:
Mn 21.08 -2.54 3.03
Br 22.90 -0.73 3.64
O 21.38 2.47 2.43
H 22.07 2.84 2.99
H 21.60 1.54 2.36
O 23.96 -3.20 6.16
H 24.16 -2.90 7.05
H 23.41 -2.50 5.79
O 22.74 -0.11 7.11
H 22.00 0.41 7.42
H 22.62 -0.14 6.16

***

2.
Density functional theory data (the ωB97M-V functional and the def2-TZVPD basis) for a structure of composition BrHNO3S in a non-equilibrium geometry.

LUMO energy ... 0.12095 Eh
2S+1 ... 1
Maximum force ... 5.37 eV Å⁻¹
Charge ... -1
ΔE to the lowest compared entry with this formula, charge and spin ... 1.904 eV
E_tot ... -3253.25637 hartree
Frontier orbital gap ... 8.343 eV

Positions of all 7 atoms, in Å:
N 0.68 -0.09 0.64
O 1.17 -2.15 -0.71
O 2.80 -1.70 1.07
O 2.58 -0.28 -0.85
S 1.91 -1.16 0.07
Br 1.38 1.14 1.74
H 0.76 0.68 -0.57

***

3.
Density functional theory data (the ωB97M-V functional and the def2-TZVPD basis) for a cluster of 2 separate species, BrHO3PS in total in a non-equilibrium geometry.

LUMO energy (spin up / spin down) ... 0.10749 / 0.05901 Eh
2S+1 ... 3
Maximum force ... 2.89 eV Å⁻¹
Charge ... -1
ΔE to the lowest compared entry with this formula, charge and spin ... 0.000 eV
E_tot ... -3539.87561 hartree
Frontier orbital gap (spin up / spin down) ... 5.760 / 6.765 eV

Positions of all 7 atoms, in Å:
O -0.05 1.58 1.33
O -2.35 0.97 0.47
O -0.72 2.03 -1.02
P 0.54 -2.10 -0.13
S -0.94 1.26 0.17
Br 1.87 -1.66 -1.80
H 1.64 -2.08 0.98

***

4.
Density functional theory data (the ωB97M-V functional and the def2-TZVPD basis) for a structure of composition BrHf in a non-equilibrium geometry.

LUMO energy ... -0.76694 Eh
2S+1 ... 1
Maximum force ... 5.37 eV Å⁻¹
Charge ... +3
ΔE to the lowest compared entry with this formula, charge and spin ... 1.991 eV
E_tot ... -2620.32536 hartree
Frontier orbital gap ... 6.569 eV

Positions of all 2 atoms, in Å:
Hf 0.16 -1.36 -0.26
Br -0.16 1.36 0.26

***

5.
Density functional theory data (the ωB97M-V functional and the def2-TZVPD basis) for a structure of composition BrLi in a non-equilibrium geometry.

LUMO energy ... -0.08912 Eh
2S+1 ... 1
Maximum force ... 1.14 eV Å⁻¹
ΔE to the lowest compared entry with this formula, charge and spin ... 2.289 eV
E_tot ... -2581.51835 hartree
Frontier orbital gap ... 4.858 eV

Positions of all 2 atoms, in Å:
Li 0.86 1.41 -1.05
Br -0.86 -1.41 1.05

***

6.
Density functional theory data (the ωB97M-V functional and the def2-TZVPD basis) for the molecule BrNO2 in a non-equilibrium geometry.

LUMO energy (spin up / spin down) ... -0.02138 / -0.05802 Eh
2S+1 ... 1
Maximum force ... 3.03 eV Å⁻¹
ΔE to the lowest compared entry with this formula, charge and spin ... 1.867 eV
E_tot ... -2779.03003 hartree
Frontier orbital gap (spin up / spin down) ... 9.006 / 7.641 eV

Positions of all 4 atoms, in Å:
N -1.64 -0.18 -0.05
O -0.79 -0.92 -0.01
O 1.04 1.34 -0.03
Br 1.39 -0.25 0.09